Entry 1:
C8H17N7O3W as an isolated structure in a non-equilibrium geometry. Source: the OMol25 dataset; level of theory: ωB97M-V with the def2-TZVPD basis set.

Each line ends with the Löwdin charge.
Positions of all 36 atoms, in Å:
W1 0.89 0.86 -0.05  1.906
N1 1.72 1.52 -1.96  -0.039
C1 3.05 0.86 -2.32  -0.029
C2 3.75 0.53 -1.05  -0.337
O1 4.88 0.53 -0.78  0.305
N2 2.69 0.26 0.08  -0.122
C3 3.33 0.22 1.43  -0.019
C4 2.37 0.78 2.46  -0.214
O2 2.24 0.75 3.58  0.402
O3 1.18 1.56 1.54  -0.249
H1 1.07 1.39 -2.74  0.148
H2 1.89 2.54 -1.93  0.156
H3 3.66 1.53 -2.93  0.177
H4 2.85 -0.05 -2.89  0.169
H5 4.26 0.80 1.43  0.175
H6 3.58 -0.80 1.73  0.189
C5 -1.36 -3.29 0.34  0.069
N3 -2.15 -2.02 0.37  -0.043
C6 -3.63 -2.15 0.58  0.075
C7 -1.59 -0.86 0.24  -0.302
N4 -0.21 -0.74 0.09  -0.035
N5 -2.38 0.27 0.27  0.212
C8 -2.08 1.57 -0.05  -0.363
N6 -3.02 2.46 0.00  0.310
N7 -0.80 1.92 -0.40  -0.042
H7 -2.06 -4.10 0.15  0.125
H8 -0.89 -3.45 1.31  0.134
H9 -0.64 -3.28 -0.48  0.112
H10 -4.16 -1.83 -0.32  0.133
H11 -3.92 -1.60 1.48  0.126
H12 -3.84 -3.20 0.76  0.124
H13 0.26 -1.65 0.13  0.095
H14 -3.35 0.10 0.51  0.162
H15 -3.98 2.24 0.28  0.183
H16 -2.86 3.44 -0.23  0.181
H17 -0.75 2.90 -0.65  0.127

Results
Spin multiplicity: 1
Energy above the lowest of the compared OMol25 structures with the same formula, charge and spin: 1.684 eV
LUMO energy: -17.335 eV
HOMO: -24.396 eV
Kohn-Sham gap: 7.061 eV
Charge: +4

=====

Entry 2:
One molecule with the formula C5H4N2 in a non-equilibrium geometry. Source: the OMol25 dataset; level of theory: ωB97M-V with the def2-TZVPD basis set.

Each line ends with the Löwdin charge.
Positions of all 11 atoms, in Å:
C1 -0.58 -2.15 1.73  0.134
C2 -0.23 -1.27 0.98  -0.064
C3 0.16 -0.19 0.10  -0.414
C4 -0.78 0.66 -0.48  -0.072
C5 -0.10 1.62 -1.24  -0.283
N1 1.18 1.67 -1.36  0.203
N2 1.42 0.08 -0.20  0.115
H1 -0.89 -2.93 2.39  0.035
H2 -1.85 0.59 -0.35  0.095
H3 -0.43 2.49 -1.83  0.134
H4 2.10 -0.56 0.25  0.116

Results
Spin multiplicity: 1
Energy above the lowest of the compared OMol25 structures with the same formula, charge and spin: 4.590 eV
LUMO energy: -0.154 eV
HOMO: -8.580 eV
Kohn-Sham gap: 8.426 eV

=====

Entry 3:
One molecule with the formula C5H9N. Source: the OMol25 dataset; level of theory: ωB97M-V with the def2-TZVPD basis set.

Each line ends with the Löwdin charge.
Positions of all 15 atoms, in Å:
C1 0.56 1.30 1.26  -0.105
C2 1.06 1.56 -0.15  -0.103
C3 0.00 0.53 0.11  -0.365
N1 0.23 -0.89 0.01  -0.077
C4 -0.35 -1.48 -1.19  -0.142
C5 -1.01 -1.64 0.13  -0.145
H1 1.26 0.80 1.92  0.102
H2 -0.08 2.03 1.75  0.094
H3 0.71 2.45 -0.66  0.094
H4 2.08 1.27 -0.39  0.102
H5 -0.99 0.83 -0.23  0.138
H6 -0.82 -0.81 -1.91  0.106
H7 0.21 -2.31 -1.63  0.099
H8 -0.97 -2.58 0.67  0.099
H9 -1.91 -1.06 0.30  0.102

Results
Spin multiplicity: 1
Energy above the lowest of the compared OMol25 structures with the same formula, charge and spin: 2.192 eV
LUMO energy: 1.320 eV
HOMO: -9.320 eV
Kohn-Sham gap: 10.639 eV

=====

Entry 4:
A 3-piece molecular cluster, C6H13N overall in a non-equilibrium geometry. Source: the OMol25 dataset; level of theory: ωB97M-V with the def2-TZVPD basis set.

Each line ends with the Löwdin charge.
Positions of all 20 atoms, in Å:
C1 1.92 -0.68 0.90  -0.110
C2 0.81 -0.57 -0.11  -0.319
C3 -0.41 1.27 0.69  -0.149
C4 1.07 -0.24 -1.40  -0.029
C5 0.25 2.37 0.30  -0.059
H1 -0.66 1.15 1.75  0.065
H2 1.54 -0.44 1.89  0.063
H3 2.31 -1.71 0.95  0.078
H4 2.73 0.01 0.68  0.074
H5 2.05 0.10 -1.72  0.056
H6 0.29 -0.13 -2.13  0.042
H7 0.60 3.12 0.99  0.045
H8 0.59 2.51 -0.71  0.048
C6 -2.32 -1.55 -0.18  -0.137
N1 -2.54 -0.37 -0.58  0.010
H9 -1.31 0.87 0.12  0.040
H10 -2.49 -0.25 -1.59  0.061
H11 -2.31 -1.73 0.89  0.069
H12 -2.14 -2.42 -0.82  0.076
H13 0.03 -1.32 0.07  0.074

Results
Spin multiplicity: 1
Energy above the lowest of the compared OMol25 structures with the same formula, charge and spin: 4.314 eV
LUMO energy: 0.948 eV
HOMO: -7.892 eV
Kohn-Sham gap: 8.840 eV